ORCA calculation (ωB97M-V with the def2-TZVPD basis set) on a 2-piece molecular cluster, C4H13N2O2 overall in a non-equilibrium geometry.

Computed properties:
- Relative energy (zero: lowest compared OMol25 entry of this formula, charge and spin): 192.3 kJ/mol
- Kohn-Sham gap: 7.562 eV
- Charge: -1
- Energy: -420.145574 Eh
- Lowest unoccupied orbital energy: 4.18 eV
- 2S+1: 1
- F_max: 0.07828 hartree/bohr
- E_HOMO: -3.378 eV

CARTESIAN COORDINATES (ANGSTROEM)
C: 1.3423 0.0906 0.8642
O: 1.1724 -1.2225 0.8681
C: 0.6731 0.5082 -0.4935
C: -0.7134 -0.0423 -0.4447
C: -1.7353 1.0132 0.0382
N: -1.9094 2.0541 -1.0339
N: 1.3801 -0.0853 -1.7282
H: 2.3915 0.3674 0.7027
H: 0.7549 0.6184 1.6668
H: 0.8037 1.6997 -0.6802
H: -1.0770 -0.4416 -1.3521
H: -0.9427 -0.9850 0.0650
H: -2.7201 0.5136 0.1250
H: -1.1348 1.3266 0.9518
H: -1.7280 1.7962 -1.9582
H: -1.4047 2.8326 -0.8013
H: 2.3239 0.0077 -1.5611
H: 1.2152 -1.1253 -1.5913
H: 0.8675 -3.6176 2.1500
H: 0.3559 -2.2078 1.8241
O: 0.0849 -3.1010 2.3887

Forces on atoms 1 to 2 (eV/Å):
C -1.3 -0.1 -2.1
O 0.6 -2.4 1.4

Mulliken analysis output, partial charges in e: atom 1 (C): -0.59, atom 2 (O): -0.88, atom 3 (C): 0.46, atom 4 (C): -1.05, atom 5 (C): -0.46, atom 6 (N): -0.64, atom 7 (N): -0.91, atom 8 (H): 0.33, atom 9 (H): 0.23, atom 10 (H): 0.08, atom 11 (H): 0.54, atom 12 (H): 0.28, atom 13 (H): 0.33, atom 14 (H): 0.21, atom 15 (H): 0.23, atom 16 (H): 0.26, atom 17 (H): 0.29, atom 18 (H): 0.30, atom 19 (H): 0.25, atom 20 (H): 0.52, atom 21 (O): -0.78


ORCA calculation (ωB97M-V with the def2-TZVPD basis set) on C35H42AsAuF6NO5S2Sb2 as an isolated structure in a non-equilibrium geometry.

Computed properties:
- Kohn-Sham gap (spin up / spin down): 8.654 / 5.853 eV
- Charge: +1
- Energy: -6036.981987 Eh
- Lowest unoccupied orbital energy (spin up / spin down): -2.22 / -5.50 eV
- 2S+1: 3
- F_max: 0.03949 hartree/bohr
- E_HOMO (spin up / spin down): -10.878 / -11.357 eV

CARTESIAN COORDINATES (ANGSTROEM)
Au: 1.1564 -0.1675 -0.3377
C: -2.5835 0.6518 -0.4381
C: -2.0986 -0.5343 -1.2575
C: -2.5998 -1.8594 -0.7129
Sb: -1.4529 -2.5711 1.0356
C: 0.2083 -3.3369 -0.1083
C: -0.0632 -4.2156 -1.1480
C: 0.9742 -4.7864 -1.8643
C: 2.2883 -4.4804 -1.5466
C: 2.5606 -3.5872 -0.5242
C: 1.5212 -3.0217 0.2004
C: -2.3441 -4.6497 1.1848
C: -1.4477 -5.6874 1.3494
C: -1.9110 -6.9936 1.3742
C: -3.2679 -7.2488 1.2651
C: -4.1604 -6.1976 1.1357
C: -3.6999 -4.8874 1.1074
Sb: -1.0306 2.0350 0.3817
C: -2.3489 3.5710 1.3043
C: -1.8003 4.4696 2.2048
C: -2.5733 5.5097 2.7006
C: -3.8868 5.6574 2.2878
C: -4.4330 4.7421 1.4031
C: -3.6749 3.6849 0.9207
C: -0.5070 3.2730 -1.3283
C: -1.4487 4.1363 -1.8666
C: -1.0881 4.9902 -2.8957
C: 0.2132 4.9987 -3.3664
C: 1.1517 4.1345 -2.8273
C: 0.7871 3.2620 -1.8155
H: -3.0929 0.3153 0.4622
H: -3.2551 1.2809 -1.0152
H: -0.9924 -0.5672 -1.3051
H: -2.4560 -0.4239 -2.2867
H: -2.4951 -2.6517 -1.4546
H: -3.6471 -1.7777 -0.4317
H: -1.0856 -4.4875 -1.3831
H: 0.7527 -5.4636 -2.6752
H: 3.0965 -4.9355 -2.0989
H: 3.5787 -3.3307 -0.2734
H: 1.7464 -2.3648 1.0239
H: -0.3883 -5.4820 1.4382
H: -1.2089 -7.8064 1.4901
H: -3.6275 -8.2675 1.2982
H: -5.2199 -6.3954 1.0669
H: -4.4015 -4.0695 1.0176
H: -0.7710 4.3709 2.5163
H: -2.1444 6.2037 3.4073
H: -4.4864 6.4785 2.6543
H: -5.4575 4.8455 1.0778
H: -4.1238 2.9706 0.2446
H: -2.4543 4.1596 -1.4694
H: -1.8185 5.6679 -3.3112
H: 0.4871 5.6974 -4.1398
H: 2.1722 4.1469 -3.1768
H: 1.5221 2.6079 -1.3619
C: 0.8777 -1.3369 3.4056
C: 0.0899 -0.2118 2.7413
C: -1.1624 0.1268 3.5482
O: -0.2738 -0.4957 1.4197
H: 1.0912 -1.0757 4.4391
H: 1.8201 -1.4736 2.8849
H: 0.2947 -2.2631 3.3841
H: 0.7486 0.6713 2.7045
H: -1.8212 -0.7450 3.5764
H: -1.6957 0.9561 3.0756
H: -0.9012 0.4092 4.5636
C: 1.5878 -1.7189 -3.4948
As: 1.5676 0.0263 -2.6430
C: 3.1601 0.8082 -3.3924
C: 0.1659 0.8517 -3.7596
H: 1.7091 -1.6137 -4.5785
H: 0.6462 -2.2310 -3.2892
H: 2.4045 -2.3241 -3.1037
H: 3.1798 0.6519 -4.4757
H: 4.0197 0.3284 -2.9315
H: 3.2032 1.8733 -3.1696
H: 0.6183 1.6115 -4.4037
H: -0.6067 1.3364 -3.1600
H: -0.2939 0.0851 -4.3863
F: 5.8132 -1.4119 1.1665
C: 5.7492 -0.0822 1.0805
F: 6.1712 0.4308 2.2252
F: 6.5628 0.3054 0.1065
S: 4.0023 0.4590 0.6743
O: 3.8540 0.1459 -0.7221
O: 3.1017 -0.2491 1.5363
N: 4.1432 2.0028 0.9643
S: 2.8269 2.8379 1.0372
O: 1.6474 2.0048 0.8328
O: 2.8371 4.0641 0.3217
C: 2.6198 3.3218 2.8373
F: 3.4013 4.3221 3.2077
F: 2.8269 2.2847 3.6414
F: 1.3459 3.7039 3.0013

Forces on atoms 1 to 2 (eV/Å):
Au -1.0 -0.3 0.1
C 0.7 0.5 0.5

Mulliken analysis output, partial charges in e: atom 1 (Au): 2.12, atom 2 (C): -1.76, atom 3 (C): 1.12, atom 4 (C): -2.12, atom 5 (Sb): 1.46, atom 6 (C): 0.87, atom 7 (C): -0.60, atom 8 (C): -0.65, atom 9 (C): -0.74, atom 10 (C): -0.43, atom 11 (C): -0.78, atom 12 (C): 0.39, atom 13 (C): -0.29, atom 14 (C): -0.67, atom 15 (C): -0.56, atom 16 (C): -0.44, atom 17 (C): -0.57, atom 18 (Sb): 0.95, atom 19 (C): 0.98, atom 20 (C): -0.74, atom 21 (C): -0.69, atom 22 (C): -0.60, atom 23 (C): -0.74, atom 24 (C): -0.62, atom 25 (C): 0.50, atom 26 (C): -0.64, atom 27 (C): -0.81, atom 28 (C): -0.79, atom 29 (C): -1.33, atom 30 (C): 0.75, atom 31 (H): 0.71, atom 32 (H): 0.73, atom 33 (H): -1.30, atom 34 (H): 0.88, atom 35 (H): 0.59, atom 36 (H): 0.68, atom 37 (H): 0.36, atom 38 (H): 0.43, atom 39 (H): 0.39, atom 40 (H): 0.46, atom 41 (H): 0.44, atom 42 (H): 0.42, atom 43 (H): 0.41, atom 44 (H): 0.39, atom 45 (H): 0.40, atom 46 (H): 0.35, atom 47 (H): 0.50, atom 48 (H): 0.46, atom 49 (H): 0.40, atom 50 (H): 0.44, atom 51 (H): 0.38, atom 52 (H): 0.44, atom 53 (H): 0.45, atom 54 (H): 0.42, atom 55 (H): 0.45, atom 56 (H): 0.09, atom 57 (C): -1.30, atom 58 (C): 1.18, atom 59 (C): -0.93, atom 60 (O): -0.78, atom 61 (H): 0.56, atom 62 (H): 0.16, atom 63 (H): 0.21, atom 64 (H): -0.74, atom 65 (H): 0.19, atom 66 (H): 0.02, atom 67 (H): 0.47, atom 68 (C): -1.36, atom 69 (As): 1.07, atom 70 (C): -1.24, atom 71 (C): -1.17, atom 72 (H): 0.52, atom 73 (H): 0.36, atom 74 (H): 0.34, atom 75 (H): 0.46, atom 76 (H): 0.41, atom 77 (H): 0.24, atom 78 (H): 0.46, atom 79 (H): 0.08, atom 80 (H): 0.53, atom 81 (F): -0.20, atom 82 (C): 0.47, atom 83 (F): -0.19, atom 84 (F): -0.19, atom 85 (S): 0.80, atom 86 (O): -0.65, atom 87 (O): -0.72, atom 88 (N): -0.66, atom 89 (S): 0.86, atom 90 (O): -0.39, atom 91 (O): -0.67, atom 92 (C): 0.60, atom 93 (F): -0.24, atom 94 (F): -0.24, atom 95 (F): -0.22


ORCA calculation (ωB97M-V with the def2-TZVPD basis set) on one molecule with the formula C10H15F7O4SSi in a non-equilibrium geometry.

Computed properties:
- Structure (SMILES): CC(=O)OCCCCC[SiH2]S(=O)(=O)C(F)(F)C(F)(F)C(F)(F)F
- Kohn-Sham gap: 10.739 eV
- Energy: -2077.710191 Eh
- Lowest unoccupied orbital energy: 0.38 eV
- 2S+1: 1
- F_max: 0.03870 hartree/bohr
- E_HOMO: -10.360 eV

CARTESIAN COORDINATES (ANGSTROEM)
C: 2.6198 1.9998 -0.4269
C: 2.3237 2.1122 -1.8933
O: 3.1812 2.4757 -2.6756
O: 1.0935 1.7296 -2.3533
C: 0.0730 2.7397 -2.3330
C: -0.4798 3.0961 -0.9633
C: -0.9210 1.8411 -0.2179
C: -1.5489 2.1378 1.1389
C: -2.3431 0.9324 1.6560
Si: -1.2662 -0.5318 2.0788
S: -1.1703 -1.9194 0.3256
O: -2.0332 -3.0297 0.6497
O: -1.4877 -1.2080 -0.8869
C: 0.5993 -2.5039 0.0781
F: 1.3618 -1.5936 0.7417
F: 0.8935 -2.4328 -1.2208
C: 0.9425 -3.8829 0.6910
F: 2.2940 -3.9766 0.7236
F: 0.4774 -3.8763 1.9664
C: 0.4016 -5.1418 -0.0420
F: 1.1770 -6.1830 0.3188
F: 0.4739 -4.9822 -1.3655
F: -0.8576 -5.3988 0.3081
H: 2.1204 1.1649 0.0458
H: 2.3305 2.9085 0.0848
H: 3.6823 1.8784 -0.2959
H: 0.4749 3.6079 -2.8448
H: -0.7365 2.3311 -2.9199
H: -1.3632 3.7005 -1.1407
H: 0.2273 3.6750 -0.3831
H: -0.0663 1.1911 -0.0988
H: -1.6641 1.3466 -0.8279
H: -0.8022 2.4348 1.8655
H: -2.2467 2.9598 1.0091
H: -3.1139 0.6523 0.9485
H: -2.8610 1.2104 2.5709
H: -1.8669 -1.3324 3.1602
H: 0.0811 -0.1326 2.5281

Forces on atoms 1 to 2 (eV/Å):
C -0.1 -0.3 0.1
C 1.4 0.4 -1.4

Mulliken analysis output, partial charges in e: atom 1 (C): -0.76, atom 2 (C): 0.68, atom 3 (O): -0.56, atom 4 (O): -0.29, atom 5 (C): -0.78, atom 6 (C): -0.78, atom 7 (C): 0.45, atom 8 (C): -0.82, atom 9 (C): -0.92, atom 10 (Si): 0.52, atom 11 (S): 1.08, atom 12 (O): -0.64, atom 13 (O): -0.61, atom 14 (C): 0.41, atom 15 (F): -0.30, atom 16 (F): -0.24, atom 17 (C): 0.66, atom 18 (F): -0.30, atom 19 (F): -0.25, atom 20 (C): 0.61, atom 21 (F): -0.25, atom 22 (F): -0.23, atom 23 (F): -0.20, atom 24 (H): 0.12, atom 25 (H): 0.26, atom 26 (H): 0.36, atom 27 (H): 0.40, atom 28 (H): 0.37, atom 29 (H): 0.49, atom 30 (H): 0.24, atom 31 (H): -0.41, atom 32 (H): 0.37, atom 33 (H): 0.32, atom 34 (H): 0.39, atom 35 (H): 0.46, atom 36 (H): 0.46, atom 37 (H): -0.20, atom 38 (H): -0.11


Question: Look up the energy of the first one.
Answer: -420.145574 Eh


Repeat the third record exactly.
ORCA calculation (ωB97M-V with the def2-TZVPD basis set) on one molecule with the formula C10H15F7O4SSi in a non-equilibrium geometry.

Computed properties:
- Structure (SMILES): CC(=O)OCCCCC[SiH2]S(=O)(=O)C(F)(F)C(F)(F)C(F)(F)F
- Kohn-Sham gap: 10.739 eV
- Energy: -2077.710191 Eh
- Lowest unoccupied orbital energy: 0.38 eV
- 2S+1: 1
- F_max: 0.03870 hartree/bohr
- E_HOMO: -10.360 eV

CARTESIAN COORDINATES (ANGSTROEM)
C: 2.6198 1.9998 -0.4269
C: 2.3237 2.1122 -1.8933
O: 3.1812 2.4757 -2.6756
O: 1.0935 1.7296 -2.3533
C: 0.0730 2.7397 -2.3330
C: -0.4798 3.0961 -0.9633
C: -0.9210 1.8411 -0.2179
C: -1.5489 2.1378 1.1389
C: -2.3431 0.9324 1.6560
Si: -1.2662 -0.5318 2.0788
S: -1.1703 -1.9194 0.3256
O: -2.0332 -3.0297 0.6497
O: -1.4877 -1.2080 -0.8869
C: 0.5993 -2.5039 0.0781
F: 1.3618 -1.5936 0.7417
F: 0.8935 -2.4328 -1.2208
C: 0.9425 -3.8829 0.6910
F: 2.2940 -3.9766 0.7236
F: 0.4774 -3.8763 1.9664
C: 0.4016 -5.1418 -0.0420
F: 1.1770 -6.1830 0.3188
F: 0.4739 -4.9822 -1.3655
F: -0.8576 -5.3988 0.3081
H: 2.1204 1.1649 0.0458
H: 2.3305 2.9085 0.0848
H: 3.6823 1.8784 -0.2959
H: 0.4749 3.6079 -2.8448
H: -0.7365 2.3311 -2.9199
H: -1.3632 3.7005 -1.1407
H: 0.2273 3.6750 -0.3831
H: -0.0663 1.1911 -0.0988
H: -1.6641 1.3466 -0.8279
H: -0.8022 2.4348 1.8655
H: -2.2467 2.9598 1.0091
H: -3.1139 0.6523 0.9485
H: -2.8610 1.2104 2.5709
H: -1.8669 -1.3324 3.1602
H: 0.0811 -0.1326 2.5281

Forces on atoms 1 to 2 (eV/Å):
C -0.1 -0.3 0.1
C 1.4 0.4 -1.4

Mulliken analysis output, partial charges in e: atom 1 (C): -0.76, atom 2 (C): 0.68, atom 3 (O): -0.56, atom 4 (O): -0.29, atom 5 (C): -0.78, atom 6 (C): -0.78, atom 7 (C): 0.45, atom 8 (C): -0.82, atom 9 (C): -0.92, atom 10 (Si): 0.52, atom 11 (S): 1.08, atom 12 (O): -0.64, atom 13 (O): -0.61, atom 14 (C): 0.41, atom 15 (F): -0.30, atom 16 (F): -0.24, atom 17 (C): 0.66, atom 18 (F): -0.30, atom 19 (F): -0.25, atom 20 (C): 0.61, atom 21 (F): -0.25, atom 22 (F): -0.23, atom 23 (F): -0.20, atom 24 (H): 0.12, atom 25 (H): 0.26, atom 26 (H): 0.36, atom 27 (H): 0.40, atom 28 (H): 0.37, atom 29 (H): 0.49, atom 30 (H): 0.24, atom 31 (H): -0.41, atom 32 (H): 0.37, atom 33 (H): 0.32, atom 34 (H): 0.39, atom 35 (H): 0.46, atom 36 (H): 0.46, atom 37 (H): -0.20, atom 38 (H): -0.11